7
Properties=species:S:1:pos:R:3:mulliken_charge:R:1 method="wB97M-V/def2-TZVPD" e_above_lowest_kcal_mol=64.2 total_charge=0 total_energy_ha=-3646.32357 homo_lumo_gap_ev=8.1082
C 1.6403 0.4556 -0.3898 0.204
C -2.0016 -0.2620 0.9308 -0.025
O 1.6546 0.7482 -1.5386 -0.363
Cl 2.4149 -1.0287 0.1488 -0.141
Cl -1.7325 -1.7141 0.1644 0.021
Br -3.1832 0.8957 0.1006 0.009
H 1.2075 0.9053 0.5839 0.296